The following is a DFT calculation (wB97M-V/def2-TZVPD) of 2 unconnected molecules or ions with the total composition C3H7NO3 at a distorted geometry.

Calculated values
Total energy   -10854.968 eV
Frontier orbital gap   10.3 eV
Largest force on an atom   4.33 eV/Å
SMILES string   CC(N)=O.O=CO
Spin multiplicity   1
Energy above the lowest of the compared OMol25 structures with the same formula, charge and spin   78.4 kcal/mol
LUMO   0.478 eV
Highest occupied orbital energy   -9.82 eV

Structure (XYZ):
```
14
Properties=species:S:1:pos:R:3:lowdin_charge:R:1
C -0.9885 1.0853 0.2976 -0.05
C 0.7720 1.5435 0.1634 -0.50
N 1.4940 0.5996 -0.3909 0.16
O 1.0374 2.5914 0.6612 0.08
H 2.4927 0.7044 -0.4774 0.13
H 1.0280 -0.3162 -0.6148 0.09
H -1.7434 0.4788 -0.2095 0.07
H -1.0918 1.1396 1.3785 0.07
H -1.3502 2.0439 -0.0776 0.06
C -0.1397 -1.7120 0.1231 -0.45
O -0.6751 -2.1318 -1.0442 0.06
O 0.2836 -2.4549 0.9637 0.07
H -0.6391 -3.1045 -1.0849 0.12
H -0.4800 -0.4669 0.3118 0.10
```